[1]
DFT (ωB97M-V/def2-TZVPD) results for C17H55AgB2N4O6V as an isolated structure.

Geometry (Å):
1 O -0.5926 -2.1979 -2.1125
2 V -1.0516 -0.7217 -2.6629
3 Ag 2.2969 1.1451 -2.0282
4 B -0.0453 0.1594 -0.7510
5 H -0.6436 0.7743 -1.5091
6 H 0.5921 0.8424 -0.0226
7 H -0.7095 -0.6499 -0.2107
8 H 0.7270 -0.4667 -1.3292
9 B 0.5101 -0.8437 -4.5109
10 H 0.2748 -0.2228 -5.4807
11 H 0.5295 -0.1820 -3.5604
12 H -0.4410 -1.4658 -4.3311
13 H 1.4570 -1.5477 -4.4352
14 C -2.8867 1.6425 -4.1794
15 O -1.6329 1.1018 -4.0680
16 H -3.7224 0.9596 -3.9547
17 H -2.9913 2.6077 -3.6360
18 H -3.1287 2.0970 -5.1646
19 C 3.7266 4.6752 0.5267
20 C 3.6213 3.3784 -0.2610
21 C 3.4810 2.1253 0.5588
22 O 3.7887 0.9870 -0.2070
23 C 3.8637 -0.1674 0.6042
24 N 2.4666 3.4865 -1.2025
25 H 3.8565 5.5447 -0.1168
26 H 4.6187 4.7396 1.1585
27 H 2.8629 4.7805 1.1876
28 H 4.4582 3.3214 -0.9638
29 H 2.4478 2.0754 0.9321
30 H 4.1274 2.2972 1.4285
31 H 4.7602 -0.2227 1.2315
32 H 4.0113 -1.0509 -0.0198
33 H 2.9703 -0.3321 1.2095
34 H 2.6905 4.1675 -1.9200
35 H 1.6729 3.8883 -0.7092
36 C 0.5309 -3.0878 1.6859
37 C 1.0518 -2.8998 3.1168
38 C 2.4731 -3.4656 3.2347
39 O 2.5197 -4.8569 3.0430
40 C 3.8360 -5.3194 3.1639
41 N 1.0090 -1.4712 3.4657
42 H -0.4789 -2.6792 1.7357
43 H 0.6343 -4.1413 1.4443
44 H 1.0936 -2.4585 0.9906
45 H 0.3277 -3.4016 3.7644
46 H 2.8738 -3.1465 4.2047
47 H 2.9827 -2.9787 2.3902
48 H 3.8961 -6.4032 3.0820
49 H 4.2074 -5.0323 4.1578
50 H 4.5564 -4.9174 2.4389
51 H 1.7342 -1.2757 4.1474
52 H 1.1829 -0.9168 2.6342
53 C -5.1128 -1.2913 -0.9854
54 C -3.8492 -1.5067 -1.8084
55 C -4.0717 -1.7179 -3.2782
56 O -2.7805 -1.9167 -3.8417
57 C -2.8353 -2.0873 -5.2426
58 N -2.9893 -0.3131 -1.6996
59 H -4.9433 -0.8329 -0.0066
60 H -5.7701 -2.1462 -0.8459
61 H -5.6645 -0.4549 -1.4402
62 H -3.3596 -2.3773 -1.3707
63 H -4.6742 -0.9603 -3.7867
64 H -4.6251 -2.6571 -3.4126
65 H -2.7169 -1.1125 -5.7376
66 H -3.8018 -2.3793 -5.6642
67 H -2.0266 -2.7062 -5.6182
68 H -3.5376 0.5381 -1.8181
69 H -2.6966 -0.2008 -0.7275
70 C -2.5771 0.5245 2.4444
71 C -1.9685 1.9381 2.4524
72 C -0.7560 2.0546 3.3835
73 O -0.2264 3.3581 3.2169
74 C 0.8527 3.5900 4.0886
75 N -1.6201 2.2078 1.0473
76 H -3.3127 0.4693 3.2492
77 H -1.8241 -0.2515 2.5883
78 H -3.0672 0.3950 1.4825
79 H -2.6918 2.6824 2.7915
80 H 0.0113 1.3228 3.0998
81 H -1.0995 1.8097 4.3970
82 H 0.5377 3.3917 5.1184
83 H 1.0451 4.6668 4.0788
84 H 1.8294 3.1323 3.8994
85 H -1.0088 1.4980 0.6474
86 H -1.0659 3.0592 1.1083

The value obtained for the highest occupied orbital energy (spin up / spin down) is -0.254 / -0.255 Ha. The spin multiplicity is 2. Its largest force on an atom is 3.46 eV/A. The total charge is 0.



[2]
DFT (ωB97M-V/def2-TZVPD) results for one molecule with the formula C4H2.

Geometry (Å):
1 C 1.5073 0.2180 0.1984
2 C 2.5385 1.0721 0.0136
3 C -1.0991 -0.5908 -0.2342
4 C 0.2141 -0.1242 0.1093
5 H -1.3956 0.5453 -0.3099
6 H -1.7652 -1.1204 0.2227

The value obtained for the highest occupied orbital energy (spin up / spin down) is -0.353 / -0.353 Ha. Its largest force on an atom is 12.69 eV/A. The total charge is 0.



[3]
DFT (ωB97M-V/def2-TZVPD) results for a 6-piece molecular cluster, C44H98N6O6 overall.

Geometry (Å):
1 C -2.8565 -0.6016 9.1049
2 C -2.4378 -0.1267 7.6337
3 C -2.7134 1.3846 7.5839
4 C -0.9274 -0.2607 7.4478
5 C -0.3153 -0.0169 6.1370
6 C -0.9980 -1.0256 5.1744
7 C -2.5470 -0.8351 5.1169
8 C -2.9612 0.4021 4.2756
9 C -3.0735 -2.0430 4.4349
10 N -3.0500 -0.8538 6.5425
11 O -4.4773 -0.8314 6.6729
12 H -3.9085 -0.3561 9.2499
13 H -2.7417 -1.6653 9.3130
14 H -2.3521 0.0732 9.7966
15 H -2.3462 1.9267 8.4554
16 H -2.2340 1.8126 6.7035
17 H -3.7590 1.6699 7.6997
18 H -0.3606 0.4618 8.0350
19 H -0.8960 -1.3075 7.7499
20 H -0.4684 1.0388 5.9131
21 H 0.7726 -0.0768 6.1061
22 H -0.7881 -2.0559 5.4618
23 H -0.6419 -0.9652 4.1459
24 H -2.9885 0.1336 3.2196
25 H -2.2929 1.2561 4.3856
26 H -3.9126 0.8383 4.5800
27 H -2.6825 -2.9251 4.9421
28 H -2.5693 -2.1885 3.4796
29 H -4.1456 -2.2377 4.4649
30 H -4.7448 -1.6905 7.0075
31 C -9.7717 0.9071 0.0012
32 C -8.7808 -0.3170 0.1617
33 C -9.5565 -1.3676 0.9671
34 C -8.4583 -0.9055 -1.3155
35 C -7.3426 -0.2628 -2.1308
36 C -6.0995 0.0632 -1.2932
37 C -6.3603 0.6662 0.1229
38 C -5.0700 0.4102 0.8689
39 C -6.7323 2.1195 -0.1377
40 N -7.4837 -0.0132 0.8224
41 O -7.5900 0.2686 2.2324
42 H -9.8545 1.1613 -1.0555
43 H -10.7459 0.8700 0.4889
44 H -9.4405 1.8969 0.3151
45 H -9.9952 -0.8973 1.8472
46 H -10.3354 -1.6347 0.2529
47 H -8.9250 -2.2437 1.1145
48 H -8.3188 -1.9790 -1.1879
49 H -9.3370 -0.7668 -1.9453
50 H -6.9648 -0.9148 -2.9183
51 H -7.8283 0.6460 -2.4861
52 H -5.4534 0.7278 -1.8667
53 H -5.6337 -0.9222 -1.2782
54 H -4.8993 0.9214 1.8163
55 H -4.1995 0.7348 0.2988
56 H -4.8461 -0.6307 1.1023
57 H -5.8641 2.6294 -0.5554
58 H -7.0751 2.6742 0.7357
59 H -7.5139 2.2144 -0.8915
60 H -7.1076 -0.4978 2.5511
61 C 3.2632 3.2619 -1.2700
62 C 2.2771 4.5217 -0.8893
63 C 1.6081 4.9924 -2.1089
64 C 1.3250 3.9362 0.1716
65 C 0.4159 5.0080 0.8979
66 C 1.4533 5.8919 1.6197
67 C 2.3651 6.6894 0.6116
68 C 1.6059 7.8063 -0.0978
69 C 3.4923 7.4090 1.5356
70 N 2.9818 5.6380 -0.3070
71 O 4.2457 5.9916 -0.7863
72 H 3.6562 3.4902 -2.2608
73 H 3.9958 3.0838 -0.4828
74 H 2.5594 2.4497 -1.4513
75 H 0.8880 4.3033 -2.5501
76 H 1.1733 5.9862 -2.0027
77 H 2.2607 5.1919 -2.9588
78 H 0.6409 3.2392 -0.3123
79 H 1.9152 3.4684 0.9596
80 H -0.1902 5.5126 0.1455
81 H -0.2309 4.5353 1.6370
82 H 1.9704 5.2276 2.3121
83 H 0.8907 6.5760 2.2551
84 H 2.0403 8.0054 -1.0775
85 H 1.7069 8.7447 0.4474
86 H 0.5547 7.5406 -0.2095
87 H 4.1956 6.7513 2.0464
88 H 3.0184 8.1715 2.1537
89 H 4.1574 7.9078 0.8307
90 H 4.8443 5.4647 -0.2519
91 C 4.1088 -0.8365 -6.5574
92 C 4.7137 -1.6697 -5.3877
93 C 4.0256 -3.0287 -5.1190
94 C 6.1860 -2.0602 -5.7482
95 C 7.2694 -1.0073 -5.6482
96 C 7.1509 -0.3637 -4.2276
97 C 5.7354 0.1318 -3.8846
98 C 5.8971 0.4973 -2.2599
99 C 5.4884 1.5512 -4.4543
100 N 4.7147 -0.9344 -4.1097
101 O 3.4657 -0.6241 -3.6674
102 H 4.8000 -0.1701 -7.0733
103 H 3.8805 -1.5775 -7.3235
104 H 3.2480 -0.3199 -6.1328
105 H 4.6360 -3.6051 -4.4238
106 H 3.0764 -2.9018 -4.5984
107 H 3.8276 -3.5398 -6.0612
108 H 6.5846 -2.9413 -5.2453
109 H 6.1958 -2.2615 -6.8194
110 H 8.1924 -1.5872 -5.6464
111 H 7.3949 -0.2095 -6.3803
112 H 7.7396 0.5536 -4.2378
113 H 7.6077 -1.0690 -3.5333
114 H 6.5931 -0.1610 -1.7401
115 H 4.8951 0.5936 -1.8417
116 H 6.5314 1.3826 -2.2144
117 H 5.7848 1.4967 -5.5018
118 H 6.1660 2.3058 -4.0548
119 H 4.4695 1.9006 -4.2870
120 H 3.3281 -1.2856 -2.9855
121 C 4.0421 -6.6752 -0.3206
122 O 4.1988 -7.2994 -1.5895
123 C 3.9900 -6.5500 -2.7235
124 C 2.4809 -6.1724 -2.9581
125 C 1.5563 -7.3799 -2.9154
126 N 2.1718 -5.6488 -4.2225
127 H 4.4796 -7.3546 0.4109
128 H 3.0360 -6.4572 0.0377
129 H 4.5222 -5.6978 -0.2740
130 H 4.6745 -5.7029 -2.7681
131 H 4.2015 -7.1876 -3.5819
132 H 2.0146 -5.4260 -2.3151
133 H 0.5247 -7.0283 -2.9039
134 H 1.4890 -7.8477 -1.9332
135 H 1.8207 -8.0979 -3.6917
136 H 2.1679 -6.3668 -4.9329
137 H 1.1884 -5.4566 -4.0956
138 C -1.4196 -1.1489 -0.1597
139 O -0.2266 -1.6928 0.2863
140 C 0.7378 -1.8603 -0.7725
141 C 2.1354 -2.0767 -0.2292
142 C 2.6176 -0.8665 0.7073
143 N 3.1253 -2.4485 -1.2207
144 H -1.8084 -1.5472 -1.0969
145 H -1.4332 -0.0609 -0.0956
146 H -2.1421 -1.3513 0.6310
147 H 0.4450 -2.5517 -1.5626
148 H 0.7749 -0.9339 -1.3456
149 H 2.0045 -2.9597 0.3963
150 H 2.8879 0.0110 0.1200
151 H 3.4087 -1.1682 1.3939
152 H 1.7882 -0.5962 1.3608
153 H 4.0067 -2.7179 -0.8076
154 H 2.7524 -3.2295 -1.7415

The value obtained for the highest occupied orbital energy is -0.283 Ha. Its largest force on an atom is 3.51 eV/A. Its SMILES is CC1(C)CCCC(C)(C)N1O.CC1(C)CCCC(C)(C)N1O.CC1(C)CCCC(C)(C)N1O.CC1(C)CCCC(C)(C)N1O.COC[C@H](C)N.COC[C@H](C)N. The total charge is 0.



Number 1: E -2491.5789 hartree. Number 2: E -153.3394 hartree. Number 3: E -2514.8230 hartree.